94
Properties=species:S:1:pos:R:3:forces:R:3:lowdin_charge:R:1 method="wB97M-V/def2-TZVPD" e_lumo_ev=-2.0128 e_tot_ha=-4012.1576 e_homo_ev=-9.55 relative_energy_kj_mol=1181.94 gap_ev=7.54
C 1.60684 -3.82364 -0.19409 -0.230 0.011 -0.244 -0.15
C 1.10256 -2.43692 -0.97901 -0.575 -1.314 0.664 -0.22
C 0.17034 -1.59587 0.07475 -1.437 0.164 -1.501 -0.54
Cl 0.87320 -1.55567 1.82778 -0.484 0.217 -1.457 0.57
C -0.21540 -0.07402 -0.39551 1.629 2.916 -0.600 -0.07
C 0.78886 1.03029 -0.66361 -2.795 -2.769 0.888 -0.01
C 2.40217 0.77659 -0.51811 0.635 1.277 -0.282 -0.13
C 3.21797 2.21598 -0.30026 0.247 0.387 0.019 -0.22
C 4.60240 2.02486 0.59154 -1.341 -0.675 0.692 -0.54
Cl 5.94695 3.20486 -0.00178 -1.185 -1.122 0.428 0.41
C 0.12028 2.50613 -1.07930 1.390 2.606 -3.020 -0.12
O 0.61818 3.31540 -2.01857 -2.952 -5.017 5.899 -0.03
C -1.27394 2.87980 -0.23396 -2.683 -2.644 1.360 -0.07
C -1.61998 4.36338 0.37322 -0.755 1.319 -4.087 -0.49
Cl -1.43110 4.61146 2.23027 -0.443 -0.294 -2.807 0.61
C -2.07958 5.46458 -0.51559 1.417 -2.230 3.798 -0.55
C -2.42765 6.90834 0.18891 -0.842 -0.873 -0.856 -0.13
Cl -2.25189 5.17182 -2.34530 0.214 0.495 3.064 0.58
C -2.27776 1.77463 0.03135 2.895 2.115 -0.764 -0.01
C -3.66725 1.95607 0.88141 0.046 -1.029 0.414 -0.07
C -4.12744 0.51542 1.59522 -1.151 0.290 -0.021 -0.24
C -5.36394 -0.19659 0.76958 0.061 0.158 0.134 -0.07
F -4.68981 0.84113 2.95900 1.306 -0.486 -2.699 -0.13
C -1.83876 0.28228 -0.58360 -1.619 -2.022 -1.893 -0.12
O -2.67599 -0.54896 -1.20871 4.680 4.765 3.793 -0.03
H 2.67410 -3.60863 0.25580 -2.218 -0.673 -0.817 0.08
H 1.62221 -4.74021 -0.94922 0.252 2.211 1.620 0.06
H 0.83834 -4.14439 0.66093 1.868 0.973 -1.940 0.06
H 0.37655 -2.83021 -1.84010 1.493 1.253 1.727 0.13
H 1.99222 -1.82716 -1.43281 -1.843 -1.160 0.998 0.10
H -0.85993 -2.18936 0.18252 2.368 1.358 -0.121 0.13
H 2.82951 0.29482 -1.50029 -1.095 0.771 2.001 0.11
H 2.68270 0.11380 0.40442 -1.078 1.008 -1.816 0.10
H 2.51144 2.97518 0.27969 1.824 -1.659 -1.605 0.08
H 3.56814 2.63861 -1.34611 -0.993 -0.810 2.154 0.11
H 4.42306 2.29415 1.73845 0.435 -0.635 -2.819 0.08
H 4.97034 0.91416 0.46354 -0.605 2.836 0.439 0.05
H -2.56502 7.70662 -0.65594 0.491 -1.452 1.805 0.08
H -1.62859 7.17807 1.00127 -1.469 -0.517 -1.858 0.08
H -3.47213 6.77269 0.73110 2.175 0.301 -1.105 0.10
H -4.53805 2.26230 0.15319 1.906 -0.372 1.576 0.10
H -3.53344 2.70814 1.78237 -0.080 -1.408 -2.111 0.11
H -3.22537 -0.20793 1.78718 -1.788 1.433 -0.315 0.15
H -5.13194 -0.18026 -0.37756 -0.327 -0.155 2.301 0.06
H -5.51540 -1.30181 1.13245 0.345 2.191 -0.696 0.09
H -6.38942 0.39076 0.91905 2.440 -1.114 -0.129 0.11
O 5.35036 -0.30057 -1.07211 0.384 -0.456 -0.304 -0.07
H 6.15628 -0.46734 -0.56064 -0.179 0.039 -0.254 0.06
H 5.62508 -0.43349 -1.99181 0.068 -0.001 0.128 0.03
O 0.22732 3.25391 -5.09324 0.086 0.425 0.036 -0.07
H 0.29988 3.57017 -4.18019 0.006 -0.149 -0.068 -0.01
H 0.40453 4.04187 -5.62868 -0.064 -0.339 0.147 0.04
O 4.47260 0.42464 3.14258 -0.139 -0.518 0.546 -0.06
H 5.00520 0.45362 3.95156 0.038 0.064 -0.236 0.06
H 4.05392 -0.44885 3.16914 0.175 0.120 -0.208 0.05
O 1.47133 -0.45957 -3.59954 -0.183 0.280 0.044 -0.06
H 1.39989 0.39888 -4.04327 -0.003 -0.192 0.041 0.04
H 0.76050 -0.44264 -2.94119 0.175 -0.007 -0.196 0.01
O -0.01405 -6.30482 0.73864 -0.341 -0.548 0.284 -0.06
H -0.76265 -6.41233 1.34444 0.112 0.072 -0.218 0.05
H -0.09158 -7.05858 0.13465 0.070 0.265 0.115 0.06
O -2.48632 -3.00264 -3.01314 -0.209 -0.027 0.128 -0.07
H -2.14674 -2.42777 -2.31090 -0.198 -0.011 -0.166 -0.01
H -3.43521 -2.80762 -3.03692 0.339 -0.015 -0.004 0.05
O 1.80925 -6.73312 3.54356 0.012 -0.344 -0.261 -0.07
H 2.41864 -7.46139 3.35069 -0.206 0.295 0.103 0.04
H 1.20383 -6.72790 2.78698 0.222 0.107 0.039 0.00
O 1.71368 3.75282 1.88152 -0.239 0.349 0.535 -0.08
H 2.05326 4.32769 2.58376 -0.050 -0.170 -0.272 0.06
H 0.76479 3.94783 1.85773 0.215 -0.040 0.096 -0.06
O -0.64964 -2.08779 4.98232 0.406 -0.188 0.050 -0.07
H 0.15628 -2.25457 5.49379 -0.194 0.131 -0.211 0.04
H -0.37492 -2.22072 4.06262 -0.151 0.039 0.193 -0.03
O -1.84964 -2.47410 7.90424 0.519 -0.179 -0.020 -0.07
H -1.04372 -2.64087 8.41571 -0.352 0.070 -0.116 0.03
H -1.57492 -2.60702 6.98454 -0.234 0.132 0.073 0.00
O -5.09075 2.11965 -1.74825 0.015 -0.318 -0.667 -0.08
H -4.48136 1.39138 -1.94112 -0.006 0.173 0.052 0.03
H -5.69617 2.12487 -2.50483 -0.070 0.093 0.279 0.05
O -3.38339 -5.66033 -4.71736 0.460 -0.131 0.030 -0.07
H -2.87055 -5.13336 -4.08630 -0.120 0.048 -0.107 0.01
H -2.71433 -6.18433 -5.18294 -0.303 0.202 0.141 0.03
O 7.29728 -0.18147 -3.76740 -0.240 0.104 -0.363 -0.06
H 7.42708 -0.68104 -4.58748 -0.037 0.108 0.318 0.04
H 6.90737 0.65522 -4.06222 0.167 -0.193 0.145 0.05
O -7.24913 3.88603 -2.42801 0.052 0.404 0.271 -0.06
H -7.91379 4.36628 -1.91174 0.175 -0.246 -0.229 0.05
H -6.40536 4.24629 -2.11617 -0.195 -0.143 -0.075 0.03
O 2.32013 -5.83656 -2.83341 0.073 -0.279 -0.518 -0.07
H 2.13213 -5.38841 -3.67171 0.040 -0.062 0.299 0.05
H 2.70637 -6.68362 -3.10230 -0.108 0.283 0.133 0.04
O 3.07291 1.13129 5.68124 -0.098 0.087 -0.182 -0.07
H 3.20272 0.63172 4.86117 -0.151 0.377 0.142 -0.01
H 2.68300 1.96797 5.38643 0.131 -0.336 0.092 0.04

***

81
Properties=species:S:1:pos:R:3:forces:R:3:lowdin_charge:R:1 method="wB97M-V/def2-TZVPD" e_lumo_ev=-6.7978 e_tot_ha=-1547.6965 charge=+1 e_homo_ev=-11.52 relative_energy_kj_mol=199.23 gap_ev=4.72
Hg -12.22759 8.67967 7.30295 2.416 -0.076 -0.049 1.37
C -7.60593 8.41568 7.36019 0.724 0.060 1.368 -0.07
C -8.86692 8.31088 6.55091 0.529 1.203 -3.126 -0.41
O -10.10990 8.03837 7.09141 -1.213 -1.015 1.828 -0.37
H -7.11358 7.49727 7.69556 -0.892 -0.309 0.485 0.08
H -7.73157 9.12905 8.17937 0.254 -0.195 0.190 0.07
H -6.75823 8.77048 6.76582 -0.552 0.561 -0.527 0.06
H -8.60096 7.61146 5.74213 -0.529 -0.205 -0.055 0.10
H -8.90369 9.27827 6.02507 -0.071 -0.025 -0.087 0.08
C -4.97589 6.88184 3.03946 0.209 0.285 0.870 -0.07
C -4.53879 7.96680 4.01327 -0.868 1.589 -1.141 -0.29
O -3.91698 9.04513 3.26419 0.837 -0.476 0.519 -0.10
H -5.49710 7.39228 2.23174 -0.103 -0.300 -0.128 0.08
H -5.64625 6.21177 3.58232 -0.016 -0.229 -0.300 0.05
H -4.11433 6.33805 2.65726 -0.079 -0.054 -0.090 0.08
H -3.94042 7.64620 4.86277 0.386 0.033 -0.270 0.11
H -5.42036 8.49701 4.39054 -0.303 -0.753 0.592 0.08
H -4.61916 9.64678 2.99676 -0.093 0.038 -0.226 0.04
C -10.67427 10.55098 10.98529 0.348 0.255 -0.486 -0.06
C -10.64610 9.31292 10.08463 1.386 1.239 1.577 -0.28
O -11.96020 9.16209 9.53289 -0.197 -0.507 -0.467 -0.17
H -10.80993 11.44176 10.36763 -0.352 -0.005 0.029 0.07
H -9.70910 10.72980 11.46174 -0.012 -0.369 0.167 0.09
H -11.45123 10.51121 11.74850 0.030 -0.054 0.035 0.08
H -10.24895 8.46398 10.64338 -0.850 -0.477 -0.108 0.11
H -9.86777 9.47756 9.34099 -0.693 -0.068 -0.711 0.10
H -12.60034 9.03801 10.24404 0.070 -0.131 0.007 0.12
C -7.11613 6.62587 11.81917 -0.366 -0.092 0.774 -0.09
C -7.01664 7.86593 10.93624 0.103 -0.838 0.906 -0.33
O -5.73560 8.48066 10.95004 -0.366 -0.039 -0.146 -0.06
H -6.74384 6.81554 12.82897 0.623 0.123 -0.240 0.08
H -6.67332 5.71307 11.42258 0.087 0.070 -0.040 0.07
H -8.16466 6.44002 12.07751 -0.157 -0.238 -0.612 0.06
H -7.73440 8.52870 11.42130 0.164 0.640 -0.561 0.10
H -7.30846 7.59812 9.92113 -0.251 0.274 -0.047 0.07
H -5.13328 7.89606 10.47816 0.100 0.067 0.075 0.09
C -10.69671 13.02740 6.58971 0.121 0.747 0.316 -0.06
C -10.75440 11.49598 6.52558 1.876 1.216 0.017 -0.29
O -11.96811 11.02957 7.11133 -0.183 0.049 -0.326 -0.17
H -11.67388 13.49451 6.75806 -0.226 -0.222 -0.592 0.08
H -10.24778 13.45706 5.69529 -0.290 -0.085 -0.159 0.09
H -10.12826 13.48800 7.40250 0.279 -0.713 0.199 0.09
H -9.89121 11.10122 7.07219 -0.247 -0.208 0.136 0.11
H -10.57912 11.20572 5.48848 -0.847 -0.426 0.026 0.11
H -12.30589 11.82183 7.54749 -0.586 -0.437 0.238 0.10
C -8.42567 4.32216 2.53935 0.829 -0.688 -0.237 -0.08
C -8.55849 4.93970 3.87690 0.481 1.242 1.389 -0.36
O -9.86099 5.43351 4.13974 -0.380 -0.077 0.122 -0.08
H -8.73131 3.27571 2.54486 -0.146 0.074 -0.118 0.08
H -7.34192 4.34846 2.38783 -0.070 -0.288 -0.508 0.08
H -8.90453 4.84354 1.71383 -0.097 0.208 0.216 0.09
H -7.85332 5.77956 3.99940 -0.097 0.124 -0.499 0.08
H -8.20816 4.28986 4.69224 -0.359 -0.505 -0.278 0.12
H -9.80847 5.90076 4.97970 -0.209 -0.025 -0.003 0.05
C -3.96825 10.27901 6.86945 0.455 0.715 -0.150 -0.08
C -2.96576 10.95233 5.93237 0.098 -1.707 -1.325 -0.28
O -2.00615 9.95886 5.48731 -0.029 0.428 0.513 -0.10
H -4.81428 10.96393 6.96232 -0.048 -0.073 0.484 0.07
H -3.50851 10.04026 7.82730 -0.205 0.102 0.127 0.08
H -4.33463 9.35734 6.42161 0.127 0.002 -0.130 0.04
H -2.41125 11.81428 6.29918 -0.355 0.088 0.366 0.11
H -3.50650 11.18579 5.01111 -0.186 0.676 0.220 0.09
H -1.96998 10.05209 4.53162 0.060 -0.316 -0.031 0.06
C -10.49557 4.18226 10.61412 -0.448 -0.472 -0.082 -0.09
C -9.77053 4.90804 9.50740 0.159 0.032 0.797 -0.31
O -10.49940 6.09722 9.21280 -0.146 0.363 0.006 -0.11
H -9.98712 3.28230 10.96296 0.261 0.021 -0.299 0.08
H -11.45879 3.84971 10.22207 -0.179 0.141 0.337 0.08
H -10.61341 4.80189 11.50313 -0.197 0.193 -0.166 0.07
H -9.70356 4.27201 8.62309 0.255 0.043 -0.029 0.12
H -8.79034 5.16612 9.91973 0.235 0.020 -0.523 0.09
H -9.97074 6.68689 8.65531 -0.095 -0.160 -0.183 0.03
C -7.62590 10.50433 3.57481 -0.973 0.910 0.685 -0.07
C -6.99385 11.64065 2.81239 0.454 0.704 -1.051 -0.31
O -5.93882 11.12154 2.01190 0.393 -0.905 0.161 -0.08
H -8.44685 10.97383 4.13205 -0.078 -0.068 0.105 0.05
H -6.99794 10.05880 4.34546 0.297 -0.115 -0.308 0.06
H -8.12334 9.76158 2.95402 0.454 -0.116 -0.207 0.09
H -6.65329 12.48791 3.41582 0.226 -0.445 0.572 0.11
H -7.69675 12.14361 2.13812 -0.406 -0.421 0.018 0.11
H -5.27791 11.75275 1.71779 -0.279 0.391 0.148 0.10